[1]
Computed, not measured: a structure of composition C12H11NO6V, with the ωB97M-V functional and the def2-TZVPD basis.

Calculated values
Multiplicity: 4
Total charge: -2
Highest occupied orbital energy (spin up / spin down) in Ha: 0.0630 / -0.0658
E in Ha: -1914.18095
Largest force on an atom in eV/A: 0.73

CARTESIAN COORDINATES (ANGSTROEM)
V -0.236 0.178 -1.491
C -1.219 -3.239 -3.269
C -1.687 -2.707 -1.921
C -2.917 -3.443 -1.423
O -2.000 -1.319 -2.140
C -0.490 -2.805 -0.934
O -0.444 -3.799 -0.213
O 0.339 -1.843 -1.053
H -2.031 -3.187 -3.998
H -0.888 -4.274 -3.163
H -0.387 -2.633 -3.625
H -3.734 -3.337 -2.143
H -3.229 -3.049 -0.453
H -2.686 -4.497 -1.280
H -2.704 -1.052 -1.539
O 1.732 3.105 -1.169
C 1.420 2.530 -0.111
N 0.661 1.367 -0.023
C 0.477 0.984 1.295
O -0.269 0.027 1.618
C 1.196 1.919 2.129
C 1.359 2.034 3.513
C 2.098 3.083 4.022
C 2.687 4.048 3.149
C 2.518 3.949 1.780
C 1.773 2.894 1.254
H 0.907 1.298 4.171
H 2.237 3.181 5.095
H 3.267 4.864 3.569
H 2.956 4.682 1.109
O -0.706 1.041 -2.756

So, what does the natural (NBO) scheme give us? The charges, in e, come out as:
1 V 1.329
2 C -0.613
3 C 0.126
4 C -0.628
5 O -0.719
6 C 0.769
7 O -0.704
8 O -0.785
9 H 0.191
10 H 0.206
11 H 0.233
12 H 0.185
13 H 0.214
14 H 0.230
15 H 0.481
16 O -0.713
17 C 0.585
18 N -0.764
19 C 0.569
20 O -0.744
21 C -0.159
22 C -0.204
23 C -0.312
24 C -0.326
25 C -0.170
26 C -0.224
27 H 0.195
28 H 0.171
29 H 0.171
30 H 0.193
31 O -0.781



[2]
Computed, not measured: a structure of composition C12H12AuN5O3S2 at a distorted geometry, with the ωB97M-V functional and the def2-TZVPD basis.

Calculated values
Multiplicity: 3
Highest occupied orbital energy (spin up / spin down) in Ha: -0.3272 / -0.3297
E in Ha: -1895.91027
Largest force on an atom in eV/A: 5.65

CARTESIAN COORDINATES (ANGSTROEM)
Au 0.935 0.267 -0.209
S 2.975 1.621 -0.052
C 2.527 2.271 -1.570
S 1.140 1.536 -2.276
C 3.282 3.312 -2.117
C 2.950 3.983 -3.263
N 2.822 4.652 -4.226
C 4.346 3.828 -1.422
N 5.299 4.286 -0.894
C -3.696 0.071 1.753
C -2.605 0.902 1.116
C -2.825 2.423 1.336
O -2.573 0.556 -0.251
C -1.208 0.572 1.898
O -0.931 1.134 2.981
O -0.436 -0.289 1.315
H -4.656 0.330 1.307
H -3.711 0.249 2.826
H -3.469 -0.965 1.579
H -3.801 2.697 0.880
H -1.972 2.995 0.891
H -2.819 2.651 2.417
H -1.996 1.208 -0.707
N 2.594 -4.604 -0.377
C 1.489 -3.832 -0.324
C 1.627 -2.433 -0.276
N 0.555 -1.715 -0.358
C -0.723 -2.218 -0.269
C -0.774 -3.586 -0.276
N 0.285 -4.394 -0.367
H 3.461 -4.203 -0.076
H 2.524 -5.638 -0.321
H 2.636 -2.008 -0.228
H -1.539 -1.531 -0.249
H -1.713 -4.127 -0.190

So, what does the natural (NBO) scheme give us? The charges, in e, come out as:
1 Au 1.034
2 S 0.082
3 C -0.299
4 S -0.016
5 C -0.290
6 C 0.249
7 N -0.212
8 C 0.249
9 N -0.219
10 C -0.620
11 C 0.157
12 C -0.637
13 O -0.722
14 C 0.754
15 O -0.634
16 O -0.844
17 H 0.214
18 H 0.230
19 H 0.209
20 H 0.209
21 H 0.205
22 H 0.249
23 H 0.472
24 N -0.780
25 C 0.351
26 C -0.017
27 N -0.455
28 C -0.038
29 C 0.030
30 N -0.422
31 H 0.393
32 H 0.418
33 H 0.214
34 H 0.273
35 H 0.212



[3]
Computed, not measured: a structure of composition C12H12Cl2MoO8, with the ωB97M-V functional and the def2-TZVPD basis.

Calculated values
Multiplicity: 1
Total charge: +2
Highest occupied orbital energy in Ha: -0.5504
E in Ha: -2054.39661
Largest force on an atom in eV/A: 0.88

CARTESIAN COORDINATES (ANGSTROEM)
Mo 0.643 -0.403 1.077
O -2.071 1.932 2.094
C -1.205 1.189 2.686
O 0.010 1.172 2.379
C -1.730 0.314 3.796
O -0.759 -0.636 4.135
C -1.110 -1.991 4.111
C -0.521 -2.757 2.935
O -0.463 -3.895 2.729
O 0.087 -1.821 1.941
H -1.655 2.495 1.414
H -1.925 0.970 4.652
H -2.687 -0.116 3.487
H -0.708 -2.465 5.008
H -2.190 -2.160 4.094
O -1.300 2.283 -2.082
C -0.802 1.474 -3.031
C -1.013 1.718 -4.384
C -0.490 0.863 -5.330
C 0.262 -0.267 -4.969
C 0.480 -0.520 -3.647
C -0.045 0.345 -2.645
C 0.225 0.007 -1.308
O -0.169 0.739 -0.233
O 0.887 -1.022 -0.907
H -1.780 3.012 -2.497
H -1.592 2.582 -4.688
H -0.667 1.072 -6.377
H 0.659 -0.923 -5.729
H 1.055 -1.380 -3.334
Cl 2.770 0.389 1.730
C 4.310 -0.357 0.897
Cl 3.883 -1.680 -0.096
H 4.912 -0.650 1.749
H 4.700 0.489 0.343

So, what does the Mulliken scheme give us? The charges, in e, come out as:
1 Mo 1.401
2 O -0.371
3 C 0.708
4 O -0.700
5 C -0.400
6 O -0.349
7 C -0.229
8 C 0.242
9 O -0.318
10 O -0.495
11 H 0.404
12 H 0.360
13 H 0.406
14 H 0.348
15 H 0.379
16 O -0.416
17 C 1.151
18 C -0.929
19 C -0.408
20 C -0.806
21 C -0.463
22 C -0.116
23 C 1.652
24 O -0.729
25 O -0.775
26 H 0.343
27 H 0.343
28 H 0.426
29 H 0.441
30 H 0.453
31 Cl 0.048
32 C -0.291
33 Cl -0.028
34 H 0.373
35 H 0.347



[4]
Computed, not measured: a structure of composition C12H12Cl3MoNO3, with the ωB97M-V functional and the def2-TZVPD basis.

Calculated values
Multiplicity: 3
Total charge: +2
Highest occupied orbital energy (spin up / spin down) in Ha: -0.5680 / -0.5712
E in Ha: -2193.04772
Largest force on an atom in eV/A: 0.40

CARTESIAN COORDINATES (ANGSTROEM)
Mo -0.070 0.409 0.298
C 2.368 -0.191 7.567
O 1.402 -0.145 6.494
C 1.797 -0.087 5.252
C 3.152 -0.064 4.841
C 3.446 0.002 3.513
C 2.437 0.065 2.513
C 2.778 0.113 1.158
C 4.170 0.047 0.639
O 1.850 0.211 0.249
C 1.082 0.020 2.970
O 0.057 -0.035 2.066
C 0.767 -0.053 4.290
H 1.781 -0.227 8.477
H 2.984 0.707 7.557
H 2.982 -1.086 7.486
H 3.950 -0.098 5.567
H 4.485 0.019 3.214
H 4.807 0.780 1.131
H 4.175 0.229 -0.432
H 4.591 -0.943 0.829
H -0.264 -0.102 4.610
Cl -5.553 0.636 1.488
C -4.857 0.114 -0.034
Cl -5.302 1.187 -1.363
Cl -5.241 -1.564 -0.387
C -3.397 0.207 0.082
N -2.257 0.278 0.166
C -0.137 2.295 -0.420
H -0.151 1.864 -1.453
H 0.768 2.891 -0.306
H -1.039 2.883 -0.267

So, what does the natural (NBO) scheme give us? The charges, in e, come out as:
1 Mo 1.789
2 C -0.270
3 O -0.417
4 C 0.474
5 C -0.313
6 C -0.044
7 C -0.319
8 C 0.615
9 C -0.713
10 O -0.653
11 C 0.442
12 O -0.601
13 C -0.328
14 H 0.238
15 H 0.204
16 H 0.205
17 H 0.261
18 H 0.244
19 H 0.270
20 H 0.267
21 H 0.279
22 H 0.268
23 Cl 0.153
24 C -0.274
25 Cl 0.146
26 Cl 0.153
27 C 0.535
28 N -0.509
29 C -0.876
30 H 0.226
31 H 0.280
32 H 0.271



[5]
Computed, not measured: a cluster of 2 separate species, C12H12N2 in total at a distorted geometry, with the ωB97M-V functional and the def2-TZVPD basis.

Calculated values
Multiplicity: 1
Highest occupied orbital energy (spin up / spin down) in Ha: -0.3025 / -0.2570
E in Ha: -573.73931
Largest force on an atom in eV/A: 4.86

CARTESIAN COORDINATES (ANGSTROEM)
C -1.270 -2.352 2.303
C -0.188 -2.320 3.154
C -1.111 -1.771 1.029
C 0.986 -1.679 2.644
C -0.032 -0.918 0.753
C 1.413 1.043 -2.180
C 1.319 0.415 -1.004
C -0.909 0.225 -2.462
C -0.119 2.848 0.171
C -0.782 1.930 0.790
C 0.240 0.876 -3.122
C 0.034 -0.117 -0.435
N 1.082 -0.950 1.576
N -1.040 -0.200 -1.267
H -2.031 -2.924 2.715
H -0.327 -2.792 4.032
H -1.851 -1.808 0.213
H 1.847 -1.743 3.115
H 2.475 1.299 -2.361
H 2.041 0.259 -0.223
H -1.798 0.063 -3.249
H 0.359 3.700 0.622
H -0.099 3.062 -0.967
H -0.912 1.625 1.782
H 0.141 1.892 -3.645
H 0.532 0.338 -3.986

So, what does the natural (NBO) scheme give us? The charges, in e, come out as:
1 C -0.172
2 C -0.261
3 C -0.226
4 C 0.066
5 C 0.117
6 C -0.180
7 C -0.240
8 C 0.153
9 C -0.516
10 C -0.074
11 C -0.537
12 C 0.185
13 N -0.423
14 N -0.448
15 H 0.214
16 H 0.208
17 H 0.243
18 H 0.174
19 H 0.227
20 H 0.241
21 H 0.171
22 H 0.209
23 H 0.207
24 H 0.178
25 H 0.239
26 H 0.241



[6]
Computed, not measured: an isolated molecule of C12H12N2O at a distorted geometry, with the ωB97M-V functional and the def2-TZVPD basis.

Calculated values
Multiplicity: 1
Highest occupied orbital energy in Ha: -0.2938
E in Ha: -648.97901
Largest force on an atom in eV/A: 5.57

CARTESIAN COORDINATES (ANGSTROEM)
C -2.611 -1.351 0.713
C -3.464 -0.758 -0.268
C -1.256 -1.571 0.478
C -3.019 -0.429 -1.536
C -0.798 -1.135 -0.762
C -1.683 -0.624 -1.764
C 0.625 -1.231 -1.169
C -0.841 -0.196 -2.842
C 1.725 -0.820 -0.507
C 3.123 -0.984 -1.061
C 0.362 2.001 0.493
C 0.832 0.723 1.199
N 0.772 -1.710 -2.466
N 0.003 -1.040 -3.155
O 1.892 -0.088 0.637
H -2.966 -1.726 1.735
H -4.581 -0.556 -0.071
H -0.476 -2.017 1.026
H -3.526 -0.057 -2.416
H 3.834 -0.686 -0.357
H 3.102 -0.319 -2.007
H 3.193 -2.034 -1.104
H 1.172 2.506 -0.204
H -0.424 1.702 -0.189
H -0.049 2.740 1.154
H 0.040 0.131 1.429
H 1.347 1.278 2.087

So, what does the natural (NBO) scheme give us? The charges, in e, come out as:
1 C -0.206
2 C -0.209
3 C -0.215
4 C -0.196
5 C -0.040
6 C -0.135
7 C -0.086
8 C 0.206
9 C 0.411
10 C -0.657
11 C -0.644
12 C -0.065
13 N -0.195
14 N -0.114
15 O -0.501
16 H 0.227
17 H 0.228
18 H 0.233
19 H 0.235
20 H 0.228
21 H 0.240
22 H 0.232
23 H 0.222
24 H 0.209
25 H 0.223
26 H 0.181
27 H 0.190



> Which of these has the highest E?

C12H12N2



> Which of these has the lowest E?

C12H12Cl3MoNO3